Here is 8 unconnected molecules or ions with the total composition C26H56Br2O20S6 at a distorted geometry from the Open Molecules 2025 dataset. Energies are from ωB97M-V with the def2-TZVPD basis set.

XYZ file:
```
110
Properties=species:S:1:pos:R:3
Br 0.48 -10.72 -8.10
C 0.66 -9.59 -6.43
C 1.45 -8.33 -6.61
Br 1.35 -7.19 -4.99
H 1.21 -10.16 -5.68
H -0.30 -9.32 -5.97
H 0.99 -7.74 -7.40
H 2.48 -8.53 -6.90
O 1.18 -11.28 3.42
S 1.95 -10.44 4.33
O 2.44 -10.92 5.62
O 3.15 -9.81 3.43
C 2.93 -9.49 2.03
C 4.19 -8.72 1.64
C 0.86 -8.96 4.69
H 2.13 -8.75 1.94
H 2.78 -10.36 1.39
H 4.31 -7.76 2.14
H 4.24 -8.41 0.59
H 5.04 -9.39 1.75
H -0.07 -9.35 5.10
H 0.60 -8.42 3.77
H 1.36 -8.23 5.33
O 2.32 6.94 1.23
S 3.40 6.13 1.80
O 4.79 6.46 1.46
O 3.21 5.75 3.39
C 4.36 5.82 4.22
C 4.10 6.98 5.15
C 3.23 4.40 1.07
H 5.28 6.06 3.69
H 4.62 4.89 4.73
H 5.04 7.36 5.55
H 3.40 6.70 5.94
H 3.57 7.80 4.66
H 2.72 4.39 0.11
H 2.59 3.89 1.79
H 4.27 4.09 0.98
O -9.03 1.95 0.87
S -9.23 2.41 -0.49
O -10.55 2.04 -1.20
O -9.06 4.03 -0.47
C -9.79 4.76 -1.46
C -9.73 6.24 -1.31
C -7.78 1.90 -1.43
H -10.83 4.45 -1.52
H -9.51 4.51 -2.48
H -10.38 6.56 -2.12
H -8.72 6.65 -1.35
H -10.26 6.58 -0.42
H -7.61 0.84 -1.24
H -6.91 2.39 -0.99
H -7.95 2.07 -2.50
O -4.09 6.04 -5.20
S -2.78 6.29 -4.55
O -1.92 5.16 -4.20
O -1.94 7.37 -5.46
C -2.53 8.34 -6.34
C -1.60 8.51 -7.45
C -3.08 7.38 -3.06
H -2.80 9.14 -5.66
H -3.39 7.83 -6.78
H -0.90 9.22 -7.00
H -2.06 8.99 -8.31
H -1.27 7.51 -7.73
H -2.10 7.51 -2.61
H -3.88 6.87 -2.51
H -3.44 8.26 -3.59
O 2.35 -3.05 8.21
S 1.78 -2.63 9.53
O 0.50 -2.93 10.06
O 2.86 -3.17 10.70
C 2.66 -2.80 12.09
C 3.88 -3.16 12.85
C 2.00 -0.74 9.61
H 1.92 -3.44 12.57
H 2.20 -1.82 12.27
H 4.42 -3.97 12.36
H 3.77 -3.23 13.93
H 4.40 -2.21 12.67
H 1.61 -0.49 10.60
H 1.53 -0.32 8.72
H 3.07 -0.59 9.67
O 3.40 -0.83 -5.97
S 3.82 -1.12 -7.36
O 3.94 -2.47 -7.85
O 2.69 -0.48 -8.28
C 2.05 0.70 -7.97
C 1.67 1.21 -9.37
C 5.23 -0.13 -7.86
H 2.60 1.41 -7.37
H 1.20 0.36 -7.38
H 0.83 0.65 -9.77
H 2.42 0.99 -10.12
H 1.48 2.29 -9.45
H 5.47 0.61 -7.10
H 5.09 0.23 -8.88
H 6.06 -0.83 -7.86
C -1.25 -2.09 2.28
C -1.70 -0.80 2.36
C -1.71 0.12 1.23
O -2.33 1.18 1.20
C -0.94 -0.41 0.17
C -0.64 -1.77 0.01
C -0.89 -2.78 1.05
O -0.81 -4.04 1.02
H -1.13 -2.65 3.19
H -2.13 -0.52 3.30
H -0.51 0.23 -0.58
H -0.02 -2.12 -0.80
```

Computed properties:
Charge: 0
HOMO, eV: -10.41
Relative energy (zero: lowest compared OMol25 entry of this formula, charge and spin), kcal/mol: 132.8
Maximum force, eV/A: 5.71
Lowest unoccupied orbital energy, Ha: -0.084
SMILES: O=C1C=CC(=O)C=C1.CCOS(C)(=O)=O.CCOS(C)(=O)=O.CCOS(C)(=O)=O.CCOS(C)(=O)=O.CCOS(C)(=O)=O.CCOS(C)(=O)=O.BrCCBr
2S+1: 1

Results of the Mulliken charge analysis, in e, for atoms 1 through 99:
1 Br -0.170
2 C -0.617
3 C -0.565
4 Br -0.143
5 H 0.363
6 H 0.401
7 H 0.357
8 H 0.375
9 O -0.617
10 S 1.128
11 O -0.575
12 O -0.268
13 C -0.042
14 C -1.276
15 C -0.884
16 H 0.261
17 H 0.280
18 H 0.321
19 H 0.400
20 H 0.319
21 H 0.330
22 H 0.295
23 H 0.329
24 O -0.582
25 S 1.166
26 O -0.620
27 O -0.292
28 C -0.257
29 C -1.063
30 C -0.848
31 H 0.304
32 H 0.346
33 H 0.339
34 H 0.294
35 H 0.301
36 H 0.332
37 H 0.286
38 H 0.295
39 O -0.590
40 S 1.142
41 O -0.630
42 O -0.291
43 C -0.241
44 C -1.172
45 C -0.899
46 H 0.371
47 H 0.320
48 H 0.361
49 H 0.299
50 H 0.320
51 H 0.367
52 H 0.328
53 H 0.316
54 O -0.620
55 S 1.097
56 O -0.572
57 O -0.284
58 C -0.194
59 C -1.138
60 C -0.813
61 H 0.342
62 H 0.317
63 H 0.284
64 H 0.358
65 H 0.290
66 H 0.315
67 H 0.353
68 H 0.265
69 O -0.583
70 S 1.093
71 O -0.568
72 O -0.321
73 C -0.056
74 C -1.179
75 C -0.864
76 H 0.247
77 H 0.331
78 H 0.301
79 H 0.351
80 H 0.269
81 H 0.297
82 H 0.370
83 H 0.312
84 O -0.640
85 S 1.188
86 O -0.603
87 O -0.297
88 C -0.253
89 C -1.091
90 C -0.891
91 H 0.363
92 H 0.277
93 H 0.306
94 H 0.305
95 H 0.342
96 H 0.314
97 H 0.301
98 H 0.378
99 C -0.179